The following is a quantum chemistry calculation of an isolated molecule of C8H16N2O5, from OMol25.

```
31
Properties=species:S:1:pos:R:3:mulliken_charge:R:1
C -3.57116 -0.67766 -0.17098 -1.19
C -2.22207 -1.16165 0.35641 -0.33
O -1.81656 -1.94360 -0.75285 -0.59
C -1.15120 -0.14319 0.67518 0.61
N -1.49594 0.84227 1.71801 -0.66
C -0.75054 0.66685 -0.66732 -0.21
O -1.47705 1.56491 -1.02052 -0.62
N 0.41319 0.49202 -1.41977 -0.21
C 1.74659 0.12566 -0.93117 -0.10
C 1.91119 -1.37755 -0.69767 0.32
O 2.87817 -1.81470 -0.17445 -0.53
O 0.81708 -2.17593 -0.89909 -0.65
C 2.04691 1.00903 0.33942 0.57
C 3.55171 1.14336 0.47402 -1.53
O 1.51592 2.20961 0.17658 -0.62
H -3.37502 0.14194 -0.92033 0.26
H -4.17796 -0.25640 0.72189 0.25
H -4.01389 -1.69221 -0.50110 0.37
H -2.41719 -1.86536 1.25050 0.48
H -0.99007 -2.22454 -0.37339 0.40
H -0.28720 -0.66865 0.93913 0.28
H -1.95155 0.23443 2.45115 0.36
H -2.17305 1.50367 1.40836 0.32
H 0.39314 1.21969 -2.07838 0.28
H 2.39896 0.40665 -1.72482 0.60
H 0.23730 -1.74909 -1.54044 0.41
H 1.67194 0.46080 1.28276 0.19
H 3.97848 1.78696 -0.31116 0.36
H 3.73405 1.62229 1.37538 0.44
H 3.94909 0.11517 0.42484 0.33
H 0.62673 2.20523 0.58983 0.37
```

Output
Gap between HOMO and LUMO (eV): 10.661
SMILES: C[C@@H](O)[C@H](N)C(=O)N[C@H](C(=O)O)[C@@H](C)O
Calculated total energy (eV): -21772.3322
Largest force on an atom (eV/A): 4.35
2S+1: 1
Energy relative to the best compared isomer or geometry (same formula, charge and spin) (kcal per mole): 48.24
E_LUMO (eV): 0.680
HOMO level (eV): -10.0



The following is a quantum chemistry calculation of the ion C11H9O3 with charge -1, from OMol25.

```
23
Properties=species:S:1:pos:R:3:mulliken_charge:R:1
O 3.92291 0.17840 1.00669 -0.70
C 3.71015 -0.27793 -0.09540 0.44
O 4.47558 -0.51643 -1.00668 -0.72
C 2.19665 -0.45981 -0.61325 -0.56
C 1.09887 -0.37871 0.45514 -0.12
C -0.29228 -0.60337 0.11197 0.24
C -1.05680 -1.73827 0.43247 -0.35
C -2.44934 -1.83846 0.32739 -0.72
C -3.07844 -0.72342 -0.08171 -0.02
C -2.39944 0.43666 -0.37770 -0.72
C -1.05006 0.52262 -0.31172 0.17
C -0.08977 1.73205 -0.57776 -0.56
O -0.24455 2.71400 0.38364 -0.55
C 1.38078 0.95580 -0.17848 -0.51
H 2.00824 -0.90989 -1.52378 0.53
H 1.41569 -0.60790 1.44996 0.51
H -0.63769 -2.69256 0.64996 0.40
H -3.18007 -2.65335 0.61924 0.27
H -4.23869 -0.57380 -0.12856 0.17
H -2.95533 1.31327 -0.61482 0.40
H 0.02167 2.20722 -1.50770 0.58
H -0.41870 2.21729 1.14940 0.41
H 1.86063 1.69661 0.43170 0.40
```

Output
Total charge: -1
Gap between HOMO and LUMO (eV): 7.256
SMILES: O=C([O-])[C@H]1[C@@H]2c3ccccc3[C@@H](O)[C@H]12
Calculated total energy (eV): -17694.3489
Largest force on an atom (eV/A): 5.44
2S+1: 1
Energy relative to the best compared isomer or geometry (same formula, charge and spin) (kcal per mole): 18.83
E_LUMO (eV): 3.048
HOMO level (eV): -4.2



The following is a quantum chemistry calculation of a structure of composition C30H73MnO18P2, from OMol25.

```
124
Properties=species:S:1:pos:R:3:mulliken_charge:R:1
Mn 0.31806 -2.50348 1.03262 1.09
O 0.37364 -1.52421 -0.67470 0.38
H 0.24007 -0.59058 -0.92967 -0.21
C 0.42709 7.22506 -4.06145 -0.75
O -0.78897 6.58767 -3.85639 -0.35
C -1.04496 5.80264 -2.75517 -0.51
C -2.22093 4.85590 -2.82748 -0.29
O -2.01441 3.86710 -3.84913 -0.47
C -0.95019 2.94289 -3.53444 0.33
C -1.02642 1.92201 -4.65337 -0.80
O -0.09121 0.80473 -4.55502 -0.47
C -0.10073 0.11875 -3.28248 -1.05
H 1.15762 6.41793 -4.00688 0.34
H 0.70680 8.09766 -3.47117 0.28
H 0.43859 7.56712 -5.09632 0.24
H -1.19205 6.46551 -1.90249 0.50
H -0.20503 5.21659 -2.38213 0.19
H -3.15363 5.41996 -2.82281 0.39
H -2.26911 4.30822 -1.88630 0.21
H -1.12300 2.42550 -2.59076 0.03
H 0.01033 3.44828 -3.43404 0.24
H -0.88216 2.49084 -5.57191 0.34
H -1.93675 1.32392 -4.69441 0.29
H -1.08836 -0.16114 -2.91597 0.50
H 0.41364 0.79941 -2.60408 0.56
H 0.51975 -0.76810 -3.41132 0.16
C -0.29678 3.52360 8.30079 -0.90
O -0.65157 3.54299 6.92856 -0.21
C -1.95927 3.84928 6.59586 -0.58
C -1.87351 4.19425 5.05246 -0.65
O -1.39581 3.07029 4.32493 -0.18
C -1.13481 3.17428 2.88303 -0.59
C -0.43293 2.00511 2.22531 -0.50
O -0.44242 2.40120 0.91646 -0.02
C 0.79748 2.35607 0.23828 -0.60
H -0.63260 2.63163 8.82968 0.31
H -0.56716 4.46428 8.78050 0.38
H 0.78247 3.65938 8.37057 0.27
H -2.34543 4.76126 7.05113 0.41
H -2.63401 3.00884 6.75862 0.30
H -1.02905 4.88332 5.03958 0.33
H -2.79176 4.74179 4.84008 0.42
H -0.51350 4.06367 2.77790 0.27
H -2.14530 3.36562 2.52193 0.26
H -0.76716 1.02070 2.55292 0.15
H 0.50856 1.84974 2.75214 0.36
H 1.18932 1.34079 0.29961 -0.04
H 1.46069 3.06040 0.74046 0.45
H 0.75464 2.57269 -0.82912 0.20
C 4.78859 -2.68772 -4.28910 -0.75
O 4.14101 -2.66838 -3.05022 -0.47
C 2.73407 -2.37153 -2.93981 -0.35
C 1.81118 -3.28266 -3.78844 -0.63
O 1.85117 -2.90181 -5.11245 -0.31
C 0.97943 -3.58296 -6.01325 -0.74
C -0.47241 -3.01268 -6.05021 -0.52
O -1.13333 -3.34005 -4.89153 -0.29
C -2.33578 -2.68213 -4.66763 -0.20
H 5.87228 -2.68444 -4.17200 0.28
H 4.47667 -1.75022 -4.74944 0.31
H 4.42935 -3.43164 -5.00016 0.25
H 2.64898 -1.35063 -3.31213 0.40
H 2.52447 -2.20793 -1.88274 0.04
H 0.77587 -3.21725 -3.45386 0.42
H 2.16462 -4.31362 -3.80604 0.58
H 0.87414 -4.62138 -5.69910 0.37
H 1.26885 -3.49577 -7.06050 0.42
H -0.98334 -3.42495 -6.92032 0.45
H -0.40843 -1.93262 -6.18237 0.29
H -2.12890 -1.61455 -4.74228 -0.04
H -2.77178 -2.95146 -3.70561 0.00
H -3.15718 -2.81660 -5.37141 0.37
C -5.85755 -5.29564 -0.57560 -1.18
C -4.95892 -4.23525 -1.19217 -0.05
O -3.59777 -4.44270 -0.80123 -0.33
P -2.93326 -3.69675 0.48191 0.57
O -1.47332 -3.52260 0.45053 -0.41
O -3.67907 -2.23862 0.45553 -0.29
C -2.96885 -1.01632 0.27378 0.84
C -3.53117 0.01436 1.17767 -1.21
O -3.51917 -4.37189 1.77892 -0.27
C -3.52724 -3.77896 2.99349 0.06
C -4.26958 -4.45224 4.20592 -1.29
H -5.55985 -6.33571 -0.70871 0.32
H -5.84653 -5.17068 0.50715 0.23
H -6.87183 -5.15036 -0.94740 0.39
H -5.00817 -4.52283 -2.24239 0.27
H -5.22240 -3.19863 -0.98217 0.32
H -1.97653 -1.07956 0.72033 -0.50
H -2.83162 -0.82088 -0.78974 0.35
H -3.93502 -0.33198 2.12901 0.21
H -2.86022 0.85519 1.35356 0.19
H -4.41498 0.53325 0.80653 0.41
H -2.52127 -3.49449 3.30204 0.25
H -3.98117 -2.78835 3.02063 0.14
H -4.41533 -3.72053 5.00057 0.38
H -5.25243 -4.74909 3.83989 0.34
H -3.68902 -5.25713 4.65671 0.32
C 4.78064 0.01440 -1.12179 -1.26
C 3.57362 0.48114 -0.32909 0.71
O 3.82142 0.64017 1.08324 -0.39
P 3.34096 -0.46664 2.17264 0.07
O 2.13813 -1.32697 1.78581 0.06
O 4.70597 -1.23657 2.56697 -0.20
C 5.89592 -0.54144 2.54766 0.06
C 6.90900 -1.61929 2.58009 -1.45
O 3.11415 0.37795 3.56835 -0.19
C 2.87427 -0.33422 4.79476 -0.16
C 1.76653 0.51468 5.58294 -1.35
H 5.72057 0.12360 -0.58076 0.35
H 4.79489 -1.06766 -1.25238 0.27
H 4.81028 0.44841 -2.12121 0.39
H 3.14563 1.43231 -0.64564 0.20
H 2.82154 -0.27078 -0.56799 -0.35
H 5.89503 0.21427 1.76216 0.32
H 5.97728 -0.10000 3.54095 0.19
H 6.99365 -2.13974 1.62612 0.34
H 7.89077 -1.15321 2.66374 0.46
H 6.95435 -2.21119 3.49426 0.33
H 2.53101 -1.34285 4.56471 0.36
H 3.72601 -0.29538 5.47383 0.21
H 1.52621 0.30155 6.62453 0.47
H 1.87110 1.57970 5.79009 0.38
H 0.77638 0.48832 5.12797 0.23
```

Output
Total charge: +1
Gap between HOMO and LUMO (spin up / spin down) (eV): 7.241 / 6.741
Calculated total energy (eV): -119036.9798
Largest force on an atom (eV/A): 5.26
2S+1: 6
Energy relative to the best compared isomer or geometry (same formula, charge and spin) (kcal per mole): 112.35
E_LUMO (spin up / spin down) (eV): -3.652 / -4.152
HOMO level (spin up / spin down) (eV): -10.9 / -10.9



The following is a quantum chemistry calculation of a cluster of 2 separate species, C4H10O2 in total, from OMol25.

```
16
Properties=species:S:1:pos:R:3:mulliken_charge:R:1
C -0.70673 2.04497 1.30885 -1.42
C -0.58665 0.48914 1.24075 0.54
C -1.93913 -0.22112 1.20680 -1.23
C 0.27086 0.19821 0.05257 -0.13
O -0.16336 -0.46324 -0.86504 -0.49
H -1.36417 2.22566 2.17745 0.34
H 0.23618 2.55465 1.36862 0.41
H -1.33991 2.37844 0.48132 0.34
H -0.10185 0.25345 2.20951 0.26
H -2.67774 0.29470 1.81794 0.35
H -2.19525 -0.09271 0.14428 0.32
H -1.90553 -1.30261 1.37192 0.31
H 1.09369 0.89470 -0.13393 0.38
O 3.54467 -2.75371 -4.21555 -0.64
H 4.50851 -2.82402 -4.18329 0.32
H 3.32641 -3.67651 -3.98221 0.32
```

Output
Gap between HOMO and LUMO (eV): 10.747
SMILES: CC(C)C=O.O
Calculated total energy (eV): -8404.3036
Largest force on an atom (eV/A): 2.42
2S+1: 1
Energy relative to the best compared isomer or geometry (same formula, charge and spin) (kcal per mole): 28.67
E_LUMO (eV): 0.996
HOMO level (eV): -9.8



The following is a quantum chemistry calculation of a cluster of 9 separate species, C7H28O9 in total, from OMol25.

```
44
Properties=species:S:1:pos:R:3:mulliken_charge:R:1
C -3.25119 1.11412 -0.16096 -1.63
C -1.92162 0.36671 -0.24250 0.23
C -0.73130 1.31038 -0.41852 -0.85
C 0.55301 0.60586 -0.08772 -0.13
C 1.54341 0.39213 -0.95208 -0.34
C 2.76940 -0.35739 -0.56965 -1.03
C 3.44346 -0.03776 0.52907 0.17
O 4.52704 -0.72939 1.00256 -0.52
H -4.08789 0.42494 -0.04719 0.44
H -3.49278 1.74097 -1.01711 0.33
H -3.25804 1.75222 0.72326 0.33
H -1.93005 -0.38874 -1.04055 0.31
H -1.86221 -0.22715 0.67853 0.06
H -0.86682 2.15453 0.26709 0.25
H -0.64628 1.72675 -1.43294 0.46
H 0.58860 0.26259 0.93652 0.42
H 1.54193 0.75969 -1.96893 0.45
H 3.05860 -1.13932 -1.26350 0.28
H 3.25014 0.75315 1.23810 0.54
H 4.82908 -1.41397 0.39640 0.32
O -0.57559 -0.85264 2.99498 -0.79
H -0.47416 -1.39118 2.17897 0.35
H 0.32078 -0.71320 3.36322 0.43
O -1.18505 1.76457 2.67030 -0.71
H -1.06244 0.77623 2.66924 0.43
H -1.60342 1.97245 3.51091 0.26
O 1.98792 -0.17251 3.52661 -0.71
H 1.92666 0.77499 3.25078 0.47
H 2.79217 -0.51835 3.14214 0.27
O -2.10212 0.63072 -4.52192 -0.68
H -2.75185 0.53449 -5.21509 0.31
H -2.55420 0.95820 -3.73785 0.34
O 1.43853 2.27753 2.42475 -0.78
H 0.47010 2.21043 2.60700 0.45
H 1.52518 2.40887 1.47910 0.33
O 0.22951 -2.37963 0.88042 -0.74
H 1.15750 -2.15510 0.72026 0.30
H -0.09749 -2.47443 -0.05021 0.42
O -0.50060 -1.59841 -4.05129 -0.74
H -1.07606 -0.81110 -4.24038 0.41
H 0.39465 -1.27085 -4.23050 0.31
O -0.54451 -2.94649 -1.66886 -0.67
H -0.58363 -2.42842 -2.50934 0.37
H -1.18838 -3.66653 -1.76309 0.29
```

Output
Gap between HOMO and LUMO (eV): 8.719
SMILES: CCC/C=C/C=C/O.O.O.O.O.O.O.O.O
Calculated total energy (eV): -26141.2130
Largest force on an atom (eV/A): 1.39
2S+1: 1
Energy relative to the best compared isomer or geometry (same formula, charge and spin) (kcal per mole): 5.41
E_LUMO (eV): 0.136
HOMO level (eV): -8.6